No. 1
{"formula": "C4H9NO", "method": "ωB97M-V/def2-TZVPD", "e_tot_ha": -287.8155, "de_lowest_kj_mol": 44.4, "smiles": "CCCNC=O", "species": ["O", "N", "C", "C", "C", "C", "H", "H", "H", "H", "H", "H", "H", "H", "H"], "positions_angstrom": [[1.997, 0.609, -1.476], [1.281, -0.152, 0.551], [0.287, -1.068, 0.009], [1.975, 0.683, -0.263], [-0.899, -0.327, -0.614], [-1.622, 0.564, 0.392], [-0.939, 1.307, 0.819], [-0.524, 0.268, -1.453], [1.261, 0.060, 1.537], [0.773, -1.703, -0.739], [-2.035, -0.027, 1.220], [2.532, 1.457, 0.297], [-2.446, 1.110, -0.076], [-0.047, -1.714, 0.829], [-1.594, -1.066, -1.032]]}

No. 2
{"formula": "C4H9NO", "method": "ωB97M-V/def2-TZVPD", "e_tot_ha": -287.5626, "de_lowest_kj_mol": 708.5, "species": ["O", "N", "C", "C", "C", "C", "H", "H", "H", "H", "H", "H", "H", "H", "H"], "positions_angstrom": [[-1.946, -0.442, 1.464], [-0.602, -0.795, 1.672], [-2.163, 0.852, 1.064], [1.093, -0.709, -1.223], [2.438, -0.005, -1.194], [0.184, -0.705, -0.228], [3.015, -0.733, -1.769], [-0.139, -0.041, 2.131], [2.657, 0.019, -0.190], [-1.852, 0.954, -0.053], [2.317, 0.948, -1.637], [-0.765, -1.019, -0.589], [0.754, -0.884, -2.202], [-1.747, 1.623, 1.810], [-3.245, 0.937, 0.944]]}

No. 3
{"formula": "C4H9NO", "method": "ωB97M-V/def2-TZVPD", "e_tot_ha": -287.7476, "de_lowest_kj_mol": 222.8, "smiles": "C=C(C)O.C=N", "species": ["O", "N", "C", "C", "C", "C", "H", "H", "H", "H", "H", "H", "H", "H", "H"], "positions_angstrom": [[0.541, -0.616, -0.743], [-0.837, -1.204, 2.582], [0.395, -0.936, 2.548], [0.181, 0.600, -1.277], [0.936, 1.668, -1.082], [-1.089, 0.593, -2.072], [-1.135, -0.275, -2.726], [1.832, 1.607, -0.482], [-1.956, 0.552, -1.406], [0.663, 2.591, -1.566], [-1.178, 1.497, -2.668], [-0.247, -1.056, -0.390], [-1.088, -1.634, 3.477], [0.793, -0.500, 1.634], [1.101, -1.116, 3.359]]}

No. 4
{"formula": "C4H9NO", "method": "ωB97M-V/def2-TZVPD", "e_tot_ha": -287.6667, "de_lowest_kj_mol": 435.1, "smiles": "CC(N)=O.C=C", "species": ["O", "N", "C", "C", "C", "C", "H", "H", "H", "H", "H", "H", "H", "H", "H"], "positions_angstrom": [[-0.216, -0.162, -0.355], [1.703, -1.125, 0.104], [1.708, 1.239, 0.051], [0.957, -0.059, -0.176], [-2.301, 0.676, 0.208], [-2.112, -0.623, -0.061], [2.536, -1.044, 0.870], [1.520, 1.921, -0.847], [-2.585, -1.371, 0.563], [2.738, 0.850, 0.247], [1.395, 1.803, 0.876], [-1.890, 1.512, -0.291], [-1.440, -0.944, -0.840], [1.100, -1.882, 0.461], [-3.082, 0.932, 0.942]]}

No. 5
{"formula": "C4H9NO", "method": "ωB97M-V/def2-TZVPD", "e_tot_ha": -287.6543, "de_lowest_kj_mol": 467.8, "species": ["O", "N", "C", "C", "C", "C", "H", "H", "H", "H", "H", "H", "H", "H", "H"], "positions_angstrom": [[-0.799, 0.170, 0.070], [1.010, 1.354, -0.449], [0.492, 0.153, -0.112], [-0.149, -1.166, 1.086], [-0.528, -2.369, 0.265], [0.153, 2.460, -0.862], [-0.428, 2.193, -1.754], [-1.518, -2.223, -0.173], [0.818, -1.285, 1.585], [0.191, -2.525, -0.542], [-0.553, 2.710, -0.068], [-0.891, -0.921, 1.853], [1.981, 1.377, -0.718], [-0.549, -3.260, 0.905], [0.771, 3.332, -1.087]]}

No. 6
{"formula": "C4H9NO", "method": "ωB97M-V/def2-TZVPD", "e_tot_ha": -287.6879, "de_lowest_kj_mol": 379.5, "species": ["O", "N", "C", "C", "C", "C", "H", "H", "H", "H", "H", "H", "H", "H", "H"], "positions_angstrom": [[-0.168, 0.610, 2.384], [0.142, 0.362, 0.248], [-0.123, 0.579, -1.160], [1.154, -0.768, 1.717], [-0.994, -0.520, -1.761], [-0.476, 0.954, 1.210], [0.490, -1.624, 1.705], [-1.240, 1.725, 1.044], [1.552, -0.545, 2.701], [-1.138, -0.374, -2.837], [-0.601, 1.558, -1.320], [-1.978, -0.539, -1.284], [1.934, -0.819, 0.965], [0.833, 0.622, -1.694], [-0.531, -1.500, -1.611]]}